Run P
Computed, not measured: a cluster of 2 separate species, C3H12N2O in total, with the ωB97M-V functional and the def2-TZVPD basis.

Each line ends with the Mulliken charge.
Cartesian coordinates (Å):
N (-0.722, 2.468, 0.750)  -0.521
C (-0.749, 1.319, -0.117)  -0.505
C (0.536, 0.520, -0.098)  -0.427
C (0.520, -0.566, -1.181)  -0.501
N (0.487, 0.040, -2.529)  -0.564
H (-0.891, 2.298, 1.727)  0.180
H (-1.237, 3.259, 0.410)  0.202
H (-1.603, 0.634, 0.027)  0.214
H (-0.934, 1.750, -1.108)  0.356
H (0.710, 0.067, 0.882)  0.231
H (1.355, 1.224, -0.274)  0.255
H (1.396, -1.207, -1.081)  0.342
H (-0.363, -1.176, -0.977)  0.293
H (-0.396, -0.173, -2.978)  0.222
H (1.172, -0.402, -3.103)  0.225
O (-0.090, -3.320, 3.416)  -0.639
H (0.627, -3.937, 3.577)  0.322
H (0.182, -2.799, 2.657)  0.316

- Molecular weight: 92.142 Da
- LUMO energy: 0.71 eV
- Orbital gap: 0.3527 hartree
- Highest occupied orbital energy: -8.89 eV

Run Q
Computed, not measured: a cluster of 2 separate species, C3H12N2O in total, with the ωB97M-V functional and the def2-TZVPD basis.

Each line ends with the Mulliken charge.
Cartesian coordinates (Å):
N (1.095, -1.228, 1.300)  -0.543
C (0.716, -1.904, 0.050)  -0.724
C (-0.535, -1.274, -0.551)  -0.646
C (-0.319, 0.206, -0.865)  -0.136
N (-0.389, 0.453, -2.326)  -0.652
H (1.425, -1.905, 1.971)  0.242
H (0.250, -0.847, 1.714)  0.219
H (1.543, -1.862, -0.667)  0.314
H (0.547, -2.980, 0.178)  0.350
H (-1.353, -1.540, 0.125)  0.333
H (-0.693, -1.767, -1.509)  0.335
H (-0.913, 0.918, -0.278)  0.198
H (0.696, 0.458, -0.604)  0.269
H (-0.740, 1.382, -2.504)  0.229
H (-1.047, -0.174, -2.765)  0.212
O (-0.411, 3.165, 1.962)  -0.646
H (-0.234, 3.010, 1.025)  0.319
H (0.342, 2.719, 2.371)  0.326

- Molecular weight: 92.142 Da
- LUMO energy: 0.89 eV
- Orbital gap: 0.3737 hartree
- Highest occupied orbital energy: -9.28 eV

Run R
Computed, not measured: a cluster of 2 separate species, C3H12N2O in total, with the ωB97M-V functional and the def2-TZVPD basis.

Each line ends with the Mulliken charge.
Cartesian coordinates (Å):
C (1.362, 0.294, 1.538)  -0.848
N (0.053, 0.333, 0.822)  -0.435
C (0.406, 0.611, -0.615)  -0.618
C (-0.832, 0.969, -1.245)  -0.672
N (-1.913, -0.013, -0.872)  -0.653
H (1.240, 0.748, 2.590)  0.313
H (2.452, 0.592, 1.082)  0.247
H (1.496, -0.755, 1.903)  0.285
H (-0.320, 1.338, 1.083)  0.310
H (1.034, 1.461, -0.803)  0.453
H (0.858, -0.265, -1.098)  0.372
H (-1.153, 2.060, -0.952)  0.238
H (-0.863, 0.971, -2.322)  0.423
H (-1.951, -0.653, -1.694)  0.255
H (-1.708, -0.553, 0.034)  0.375
O (-0.371, -2.261, 0.362)  -0.596
H (0.296, -1.668, -0.040)  0.260
H (-0.085, -3.210, 0.228)  0.294

- Molecular weight: 92.142 Da
- LUMO energy: 0.86 eV
- Orbital gap: 0.3514 hartree
- Highest occupied orbital energy: -8.70 eV

Which one is most stable, and which one is least stable? run P is the most stable of them, while run R is the least stable.

Run P
Computed, not measured: a cluster of 3 separate species, C3H12N2O in total, with the ωB97M-V functional and the def2-TZVPD basis.

Each line ends with the Mulliken charge.
Cartesian coordinates (Å):
C (0.865, -3.266, 3.547)  -0.463
C (0.160, -4.199, 4.168)  -0.431
H (1.733, -3.590, 2.967)  0.190
H (0.636, -2.226, 3.359)  0.257
H (0.405, -5.257, 4.132)  0.221
H (-0.533, -3.969, 4.975)  0.226
N (-0.353, 0.218, -2.743)  -0.592
C (-0.388, 0.233, -1.311)  -0.138
O (-1.392, 1.081, -0.781)  -0.543
H (0.595, 0.286, -3.087)  0.242
H (-0.694, -0.650, -3.146)  0.232
H (0.557, 0.553, -0.883)  0.257
H (-0.551, -0.729, -0.810)  0.260
H (-2.124, 1.185, -1.392)  0.281
N (0.403, 5.037, -2.072)  -0.620
H (0.249, 4.224, -2.652)  0.205
H (-0.447, 5.345, -1.632)  0.205
H (0.879, 5.721, -2.638)  0.210

- Molecular weight: 92.142 Da
- LUMO energy: 0.86 eV
- Orbital gap: 0.3867 hartree
- Highest occupied orbital energy: -9.67 eV

Run Q
Computed, not measured: a cluster of 2 separate species, C3H12N2O in total, with the ωB97M-V functional and the def2-TZVPD basis.

Each line ends with the Mulliken charge.
Cartesian coordinates (Å):
N (-1.043, -2.170, -0.269)  -0.540
C (0.219, -1.405, -0.190)  -0.648
C (-0.149, -0.023, -0.783)  -0.489
C (0.882, 1.153, -0.496)  -0.532
N (0.162, 2.371, -0.736)  -0.499
H (-1.197, -2.421, -1.237)  0.215
H (-1.012, -3.011, 0.296)  0.211
H (0.543, -1.279, 0.838)  0.353
H (1.079, -1.862, -0.681)  0.257
H (-1.102, 0.324, -0.384)  0.306
H (-0.221, -0.268, -1.855)  0.314
H (1.342, 0.909, 0.458)  0.473
H (1.652, 0.913, -1.283)  0.234
H (0.088, 2.685, -1.687)  0.177
H (0.317, 3.084, -0.047)  0.176
O (-0.224, 0.448, 2.898)  -0.652
H (-0.360, -0.440, 2.528)  0.321
H (-0.976, 0.992, 2.630)  0.323

- Molecular weight: 92.142 Da
- LUMO energy: 0.99 eV
- Orbital gap: 0.3537 hartree
- Highest occupied orbital energy: -8.63 eV

Run R
Computed, not measured: a cluster of 3 separate species, C3H12N2O in total, with the ωB97M-V functional and the def2-TZVPD basis.

Each line ends with the Mulliken charge.
Cartesian coordinates (Å):
N (1.524, -1.703, -1.647)  -0.528
C (0.320, -0.621, 0.279)  0.391
C (-1.168, -0.918, 0.305)  -1.043
C (0.680, 0.819, -0.085)  -0.703
N (0.649, 1.813, 0.991)  -0.502
H (2.184, -2.360, -1.755)  0.141
H (0.814, -0.967, 1.198)  0.349
H (0.812, -1.255, -0.539)  -0.054
H (-1.650, -0.348, -0.577)  0.287
H (-1.423, -1.957, 0.256)  0.403
H (-1.679, -0.450, 1.223)  0.295
H (-0.077, 1.165, -0.792)  0.376
H (1.660, 0.779, -0.596)  0.389
H (1.066, 1.517, 1.812)  0.255
H (-0.376, 2.004, 1.164)  0.395
H (1.024, -1.496, -2.486)  0.194
H (-2.461, 2.355, 0.654)  0.141
O (-1.898, 1.624, 0.594)  -0.789

- Molecular weight: 92.142 Da
- LUMO energy: -3.93 eV
- Orbital gap: 0.1609 hartree
- Highest occupied orbital energy: -8.31 eV

Run S
Computed, not measured: a cluster of 2 separate species, C3H12N2O in total, with the ωB97M-V functional and the def2-TZVPD basis.

Each line ends with the Mulliken charge.
Cartesian coordinates (Å):
N (-2.965, 1.389, -0.116)  -0.569
C (-1.569, 1.084, 0.216)  -0.478
C (-0.799, 0.503, -0.966)  -0.511
C (0.401, -0.301, -0.530)  -0.375
N (1.102, -0.874, -1.680)  -0.582
H (-3.330, 0.813, -0.862)  0.220
H (-3.557, 1.252, 0.697)  0.218
H (-1.493, 0.404, 1.066)  0.312
H (-1.077, 2.006, 0.510)  0.228
H (-1.439, -0.150, -1.569)  0.358
H (-0.477, 1.340, -1.590)  0.255
H (0.085, -1.110, 0.137)  0.216
H (1.079, 0.346, 0.031)  0.265
H (0.771, -0.511, -2.561)  0.220
H (2.102, -0.764, -1.627)  0.218
O (3.368, -1.629, 2.898)  -0.633
H (4.027, -1.475, 3.588)  0.314
H (3.770, -2.322, 2.357)  0.320

- Molecular weight: 92.142 Da
- LUMO energy: 0.86 eV
- Orbital gap: 0.3626 hartree
- Highest occupied orbital energy: -9.01 eV

Which one is most stable, and which one is least stable? run S is the most stable of them, while run R is the least stable.

Run P
Computed, not measured: a cluster of 3 separate species, C3H12N2O in total, with the ωB97M-V functional and the def2-TZVPD basis.

Each line ends with the Mulliken charge.
Cartesian coordinates (Å):
C (-0.598, -1.798, 0.624)  -0.484
C (-1.229, -1.343, 1.734)  -0.407
H (-0.516, -1.054, -0.117)  0.152
H (-0.295, -2.840, 0.523)  0.264
H (-1.125, -0.192, 1.764)  0.202
H (-1.969, -2.023, 2.256)  0.269
N (-2.242, 1.053, -0.417)  -0.505
C (-1.407, 1.583, -1.413)  -0.210
O (-0.055, 1.598, -0.905)  -0.537
H (-2.500, 0.063, -0.578)  0.231
H (-3.044, 1.730, -0.314)  0.221
H (-1.549, 2.652, -1.692)  0.285
H (-1.509, 1.034, -2.377)  0.215
H (-0.232, 1.431, 0.096)  0.304
N (4.847, -1.219, 0.570)  -0.651
H (4.907, -1.765, -0.269)  0.209
H (3.865, -0.796, 0.668)  0.229
H (5.585, -0.516, 0.537)  0.214

- Molecular weight: 92.142 Da
- LUMO energy: 0.87 eV
- Orbital gap: 0.3818 hartree
- Highest occupied orbital energy: -9.52 eV

Run Q
Computed, not measured: a cluster of 3 separate species, C3H12N2O in total, with the ωB97M-V functional and the def2-TZVPD basis.

Each line ends with the Mulliken charge.
Cartesian coordinates (Å):
C (-2.214, -0.917, 0.684)  -0.421
C (-2.650, 0.225, 1.208)  -0.475
H (-1.926, -0.917, -0.361)  0.175
H (-2.107, -1.845, 1.231)  0.243
H (-2.665, 1.077, 0.541)  0.218
H (-2.850, 0.354, 2.260)  0.255
N (1.140, 1.311, 1.343)  -0.503
C (2.068, 1.039, 0.276)  -0.201
O (1.927, -0.320, -0.135)  -0.511
H (1.480, 1.070, 2.253)  0.183
H (0.905, 2.295, 1.384)  0.224
H (1.837, 1.736, -0.535)  0.277
H (3.125, 1.196, 0.507)  0.272
H (0.938, -0.400, -0.067)  0.248
N (0.196, -1.319, -2.579)  -0.549
H (0.221, -1.774, -1.705)  0.200
H (1.050, -1.112, -3.077)  0.184
H (-0.474, -1.699, -3.231)  0.182

- Molecular weight: 92.142 Da
- LUMO energy: 1.00 eV
- Orbital gap: 0.3887 hartree
- Highest occupied orbital energy: -9.57 eV

Which one is most stable, and which one is least stable? run Q is the most stable of them, while run P is the least stable.

Run P
Computed, not measured: a cluster of 2 separate species, C4H7FOS in total, with the ωB97M-V functional and the def2-TZVPD basis.

Each line ends with the Mulliken charge.
Cartesian coordinates (Å):
C (-3.199, -1.262, 0.222)  -0.468
C (-2.888, -0.035, -0.050)  0.164
C (2.155, 0.341, -0.740)  -0.932
C (-0.120, 0.814, 0.602)  -0.749
O (0.342, -1.569, -0.242)  -0.594
F (-3.518, 0.976, -0.616)  -0.199
S (0.356, -0.192, -0.739)  0.542
H (-4.178, -1.683, 0.002)  0.276
H (-2.475, -1.920, 0.669)  0.223
H (2.513, 0.384, 0.283)  0.314
H (2.209, 1.314, -1.217)  0.351
H (2.713, -0.395, -1.310)  0.310
H (-0.418, 0.330, 1.512)  0.395
H (-0.409, 1.831, 0.422)  0.367

- Molecular weight: 122.164 Da
- LUMO energy (spin up / spin down): -0.33 / -0.67 eV
- Orbital gap (spin up / spin down): 0.3021 / 0.3085 hartree
- Highest occupied orbital energy (spin up / spin down): -8.55 / -9.06 eV

Run Q
Computed, not measured: the molecule C4H7FOS, with the ωB97M-V functional and the def2-TZVPD basis.

Each line ends with the Mulliken charge.
Cartesian coordinates (Å):
O (2.373, -0.273, -0.086)  -0.566
C (1.019, -0.222, -0.402)  -0.232
C (-0.023, -0.756, 0.710)  -0.617
C (-1.048, 0.494, 0.371)  -0.534
S (-2.890, 0.156, -0.136)  -0.214
C (0.134, 1.060, -0.498)  0.293
F (0.651, 1.987, 0.347)  -0.318
H (2.848, -1.051, -0.703)  0.378
H (0.648, -0.606, -1.274)  0.351
H (-0.327, -1.814, 0.749)  0.306
H (0.412, -0.643, 1.674)  0.285
H (-1.058, 1.159, 1.193)  0.341
H (-2.426, -1.110, -0.625)  0.134
H (-0.313, 1.617, -1.319)  0.394

- Molecular weight: 122.164 Da
- LUMO energy: 0.42 eV
- Orbital gap: 0.3558 hartree
- Highest occupied orbital energy: -9.26 eV

Which one is most stable, and which one is least stable? run Q is the most stable of them, while run P is the least stable.

Run P
Computed, not measured: the molecule C4H6S, with the ωB97M-V functional and the def2-TZVPD basis.

Each line ends with the Mulliken charge.
Cartesian coordinates (Å):
C (-0.043, -0.554, -0.135)  -0.094
C (1.007, 0.191, 0.119)  0.633
C (-0.866, -1.680, 0.014)  -0.971
C (0.911, 1.661, -0.024)  -1.080
S (2.465, -0.754, -0.010)  -0.334
H (-1.945, -1.507, -0.310)  0.333
H (-1.193, -2.041, 1.087)  0.271
H (-0.621, -2.448, -0.721)  0.301
H (1.851, 2.167, -0.375)  0.313
H (0.835, 2.242, 0.959)  0.262
H (0.120, 1.988, -0.614)  0.367

- Molecular weight: 86.159 Da
- LUMO energy (spin up / spin down): -1.06 / -1.06 eV
- Orbital gap (spin up / spin down): 0.2489 / 0.2489 hartree
- Highest occupied orbital energy (spin up / spin down): -7.83 / -7.83 eV

Run Q
Computed, not measured: a structure of composition C4H6S, with the ωB97M-V functional and the def2-TZVPD basis.

Each line ends with the Mulliken charge.
Cartesian coordinates (Å):
C (0.199, -1.297, 0.838)  -0.666
C (0.082, -0.162, 0.148)  0.616
C (-1.395, 0.150, 0.057)  -0.697
C (1.141, 0.642, -0.597)  -1.240
S (-2.119, -1.097, 1.225)  -0.241
H (0.913, -1.887, 1.282)  0.439
H (-1.517, 1.129, 0.311)  0.412
H (-1.771, 0.126, -0.938)  0.361
H (1.509, 0.286, -1.526)  0.323
H (2.030, 0.467, -0.027)  0.352
H (0.928, 1.644, -0.772)  0.340

- Molecular weight: 86.159 Da
- LUMO energy: -0.35 eV
- Orbital gap: 0.3039 hartree
- Highest occupied orbital energy: -8.62 eV

Which one is most stable, and which one is least stable? run Q is the most stable of them, while run P is the least stable.

Run P
Computed, not measured: the molecule C4H6S, with the ωB97M-V functional and the def2-TZVPD basis.

Each line ends with the Mulliken charge.
Cartesian coordinates (Å):
C (-0.557, -1.476, 1.415)  -0.572
C (-0.146, -1.762, 0.102)  -0.283
C (0.768, -0.728, -0.712)  -0.228
C (0.574, 0.603, 0.129)  -0.389
S (-0.340, 1.664, -0.499)  -0.266
H (-0.521, -0.387, 1.771)  0.199
H (-1.136, -2.241, 1.859)  0.307
H (-0.049, -2.903, -0.061)  0.267
H (1.874, -1.019, -0.550)  0.226
H (0.433, -0.507, -1.811)  0.306
H (1.008, 0.610, 1.177)  0.433

- Molecular weight: 86.159 Da
- LUMO energy: 0.03 eV
- Orbital gap: 0.3164 hartree
- Highest occupied orbital energy: -8.58 eV

Run Q
Computed, not measured: a structure of composition C4H6S, with the ωB97M-V functional and the def2-TZVPD basis.

Each line ends with the Mulliken charge.
Cartesian coordinates (Å):
C (1.621, 0.026, 0.023)  -0.566
C (0.238, -1.405, -0.007)  -0.501
C (0.435, 0.875, 0.097)  -0.393
C (-0.579, -0.272, 0.467)  0.079
S (-2.286, -0.049, -0.169)  -0.248
H (2.591, 0.108, 0.495)  0.296
H (0.245, -2.516, -0.352)  0.318
H (0.354, 1.735, 0.756)  0.344
H (0.041, 1.231, -0.816)  0.260
H (-0.643, -0.203, 1.522)  0.317
H (-2.335, 1.232, 0.106)  0.095

- Molecular weight: 86.159 Da
- LUMO energy (spin up / spin down): 0.20 / 0.15 eV
- Orbital gap (spin up / spin down): 0.3209 / 0.3153 hartree
- Highest occupied orbital energy (spin up / spin down): -8.53 / -8.43 eV

Which one is most stable, and which one is least stable? run P is the most stable of them, while run Q is the least stable.